{"formula": "CH6N4OS", "method": "ωB97M-V/def2-TZVPD", "max_force_ev_per_a": 6.36, "multiplicity": 1, "smiles": "N/N=C(\\NO)NS", "total_energy_ha": -733.9517, "total_charge": 0, "homo_lumo_gap_ev": 9.32, "symbols": ["N", "N", "C", "N", "O", "N", "S", "H", "H", "H", "H", "H", "H"], "coordinates": [[-1.91138, -0.64646, 0.48644], [-1.18518, -0.41685, -0.83492], [-0.05764, 0.09925, -0.46513], [0.41551, 0.28293, 0.81414], [0.14443, -0.80218, 1.66470], [0.91332, 0.99088, -1.32882], [2.47143, -0.00684, -1.11658], [-2.49121, -1.56420, 0.08115], [-2.63966, 0.19630, 0.45214], [1.29133, 0.72738, 1.06739], [-0.89960, -0.69166, 1.74185], [0.60274, 0.80266, -2.20453], [3.34589, 1.02881, -0.35783]], "forces_ev_per_a": [[-4.9, -1.0, -3.9], [1.7, 0.9, 1.7], [2.1, 3.5, 0.0], [-1.5, -1.1, 0.4], [-0.9, 0.7, 1.0], [0.4, -3.4, 4.9], [1.0, 3.1, 0.5], [1.4, 3.1, 2.1], [1.6, -2.4, 0.1], [-0.4, -0.3, -0.7], [2.2, -0.7, -0.4], [-0.7, -0.4, -3.9], [-2.0, -2.0, -1.7]], "lowdin_charge": [-0.08, 0.01, -0.51, -0.10, -0.13, -0.23, 0.64, 0.16, 0.13, 0.10, 0.08, -0.02, -0.05]}



{"formula": "CH6N4OS", "method": "ωB97M-V/def2-TZVPD", "max_force_ev_per_a": 2.30, "multiplicity": 1, "total_energy_ha": -734.0466, "total_charge": 0, "homo_lumo_gap_ev": [8.64, 8.64], "symbols": ["C", "N", "N", "N", "N", "O", "S", "H", "H", "H", "H", "H", "H"], "coordinates": [[-2.39606, -0.25888, -0.38939], [1.86115, 1.44185, -0.10126], [-1.49048, -1.07657, -0.10058], [0.85775, 0.77626, -0.71425], [2.37895, -1.10157, 0.03440], [-2.01879, 0.96978, -0.75164], [1.09487, -0.77533, -0.74109], [-3.39984, -0.57447, -0.38464], [1.47104, 2.29743, 0.22036], [2.55492, 0.93324, 0.42091], [-1.88374, -1.98968, 0.09380], [-0.97602, 0.86644, -0.67691], [2.75154, -2.01910, 0.13779]], "forces_ev_per_a": [[1.4, 0.5, -0.3], [-0.5, 1.4, -0.6], [0.0, -1.4, 0.6], [0.9, -2.1, 0.2], [0.1, 1.7, 0.2], [1.3, -0.5, 0.4], [0.3, -0.5, -0.4], [-1.6, 0.6, -0.2], [0.5, 0.6, 0.6], [-0.1, -0.3, 0.3], [0.0, -0.1, 0.2], [-2.0, 0.9, -0.4], [-0.3, -0.8, -0.4]], "lowdin_charge": [-0.37, -0.06, 0.00, -0.44, -0.37, -0.01, 0.90, 0.11, 0.08, 0.04, 0.05, 0.08, -0.02]}